i:
# C4H6OS

C4H6OS as an isolated structure (ωB97M-V/def2-TZVPD, the Open Molecules 2025 dataset).

Positions of all 12 atoms, in Å:
C (-0.26021, -0.67206, 0.02636)
C (0.68970, 0.51377, 0.47852)
C (2.06767, 0.19572, 0.01381)
C (3.02152, -0.64744, -0.14261)
H (-2.55608, -0.76040, 1.12108)
H (0.01306, -1.51738, 0.76341)
H (-0.03288, -1.43267, -1.10340)
H (0.57034, 0.47765, 1.64584)
H (-0.91678, 1.70479, 0.03079)
H (3.74236, -1.63307, -0.41612)
O (0.03206, 1.50661, -0.30218)
S (-2.13678, -0.32698, -0.11754)

- HOMO energy: -9.55 eV

ii:
# C4H6OS

C4H6OS as an isolated structure (ωB97M-V/def2-TZVPD, the Open Molecules 2025 dataset).

Positions of all 12 atoms, in Å:
C (2.30971, 0.79152, -0.87853)
C (0.55501, 0.24133, -1.36618)
C (0.39902, 0.68405, 0.17561)
C (-0.26501, -0.40923, 0.98029)
O (1.81616, 1.06488, 0.31447)
S (3.75797, 0.83882, -1.54825)
H (0.10424, 0.80563, -2.15453)
H (0.49060, -0.68588, -1.77605)
H (-0.08481, 1.67300, 0.08921)
H (-0.09824, -0.03596, 2.07164)
H (0.24806, -1.44821, 0.91431)
H (-1.34496, -0.53522, 0.86588)

- HOMO energy: -8.54 eV

Most stable structure, least stable structure: ii, i.

i:
# C4H6OS

One molecule with the formula C4H6OS (ωB97M-V/def2-TZVPD, the Open Molecules 2025 dataset).

Positions of all 12 atoms, in Å:
C (-1.74487, 0.19462, 0.18980)
C (-0.31864, 0.07389, -0.17021)
C (0.53409, 0.81886, 0.48703)
S (2.13080, 0.76309, -0.15845)
C (1.90304, -0.96673, -0.38018)
O (1.77007, -1.90098, 0.34473)
H (-2.44567, 0.19106, -0.69233)
H (-1.84280, 1.17625, 0.64168)
H (-2.11766, -0.42933, 1.03495)
H (-0.19112, -0.48472, -1.07833)
H (0.17595, 1.58617, 1.29815)
H (2.14680, -1.02218, -1.51684)

- HOMO energy: -8.74 eV
- SMILES: C/C=C/SC=O

ii:
# C4H6OS

A 2-piece molecular cluster, C4H6OS overall (ωB97M-V/def2-TZVPD, the Open Molecules 2025 dataset).

Positions of all 12 atoms, in Å:
C (-0.31650, -2.33008, -0.78426)
C (-0.30229, -1.15971, -0.10457)
S (0.76482, 0.17801, -0.12592)
O (1.64726, -0.14952, -1.51786)
H (-1.14918, -3.02001, -0.75097)
H (0.49901, -2.45715, -1.44462)
H (-1.18152, -0.95216, 0.52215)
H (1.74907, 0.83223, -1.82770)
C (-0.23305, 2.37576, 2.05673)
C (-0.72023, 2.35413, 0.97428)
H (0.30927, 2.26263, 2.99626)
H (-1.06665, 2.06586, 0.00649)

- HOMO energy: -8.25 eV
- SMILES: C=CSO.C#C

iii:
# C4H6OS

One molecule with the formula C4H6OS (ωB97M-V/def2-TZVPD, the Open Molecules 2025 dataset).

Positions of all 12 atoms, in Å:
O (2.34914, -0.77772, -0.58553)
C (1.59436, 0.24063, -0.55492)
C (0.25977, 0.19468, 0.37727)
C (-0.47652, -1.18789, 0.30300)
S (-1.85998, -0.50727, -0.70981)
C (-0.92439, 0.95587, -0.16100)
H (1.65927, 1.29043, -0.93610)
H (0.36649, 0.56615, 1.36134)
H (-0.75060, -1.70828, 1.35294)
H (-0.05698, -2.01353, -0.35492)
H (-1.63555, 1.19818, 0.79698)
H (-0.52500, 1.74876, -0.88925)

- HOMO energy: -8.63 eV
- SMILES: O=CC1CSC1

Most stable structure, least stable structure: i, ii.

i:
# C2H6BN

One molecule with the formula C2H6BN (ωB97M-V/def2-TZVPD, the Open Molecules 2025 dataset).

Positions of all 10 atoms, in Å:
N (-0.26711, 1.11906, 1.83207)
B (-0.15836, 0.34926, 0.24044)
C (0.19775, -1.01961, -0.12824)
C (0.52717, 0.04351, -1.15844)
H (-0.97506, 0.64818, 2.37011)
H (-0.52761, 2.10004, 1.59764)
H (1.13674, -1.26292, 0.41643)
H (-0.29709, -1.86880, -0.49923)
H (-0.03823, 0.01765, -2.08587)
H (1.50786, 0.31489, -1.34035)

- HOMO energy: -9.69 eV
- SMILES: NB1CC1

ii:
# C2H6BN

One molecule with the formula C2H6BN (ωB97M-V/def2-TZVPD, the Open Molecules 2025 dataset).

Positions of all 10 atoms, in Å:
C (0.91048, 1.16521, -1.12971)
C (0.18000, 0.78325, -0.16761)
B (-0.21926, -0.70343, 0.05814)
N (-1.03777, -1.06756, 1.09854)
H (1.18421, 0.39911, -1.82012)
H (1.12361, 2.24573, -1.22329)
H (-0.32553, 1.39285, 0.60224)
H (0.37428, -1.57223, -0.67948)
H (-0.93115, -2.01993, 1.35282)
H (-1.25887, -0.62302, 1.90846)

- HOMO energy: -10.14 eV
- SMILES: C=CBN

iii:
# C2H6BN

One molecule with the formula C2H6BN (ωB97M-V/def2-TZVPD, the Open Molecules 2025 dataset).

Positions of all 10 atoms, in Å:
N (-0.36787, 1.26264, -1.29442)
B (-0.09985, 0.30589, -0.20039)
C (-0.56459, -0.63488, 0.86148)
C (0.90379, -0.64792, 0.45298)
H (-1.31236, 1.52628, -1.62379)
H (0.38872, 1.85475, -1.72847)
H (-0.49465, -0.11993, 1.82220)
H (-1.33495, -1.42514, 0.80682)
H (1.05795, -1.51740, -0.13647)
H (1.82382, -0.60430, 1.04005)

- HOMO energy: -9.35 eV
- SMILES: NB1CC1

Most stable structure, least stable structure: ii, i.

i:
# CH2N2O3

One molecule with the formula CH2N2O3 (ωB97M-V/def2-TZVPD, the Open Molecules 2025 dataset).

Positions of all 8 atoms, in Å:
O (1.82057, -0.66367, -0.11326)
C (0.84596, -0.02264, -0.01615)
N (0.48866, 1.30527, 0.33369)
O (-0.86830, 1.01290, 0.19963)
N (-0.50570, -0.24215, -0.27228)
O (-1.39387, -1.32969, 0.34878)
H (0.94972, 2.01088, -0.21499)
H (-1.33704, -2.07089, -0.26542)

- HOMO energy: -9.74 eV
- SMILES: O=c1[nH]on1O

ii:
# CH2N2O3

A 2-piece molecular cluster, CH2N2O3 overall (ωB97M-V/def2-TZVPD, the Open Molecules 2025 dataset).

Positions of all 8 atoms, in Å:
O (-1.78798, 3.17875, 0.13771)
N (-2.21318, 2.67334, 1.08723)
N (-2.94521, 1.95318, 1.68944)
O (-1.91434, 2.70260, 2.47749)
C (-0.00258, -0.60357, 0.92596)
O (-0.30788, 0.48742, 0.50301)
H (0.39465, -1.46243, 0.29656)
H (-0.04154, -0.97627, 2.00722)

- HOMO energy: -10.45 eV
- SMILES: [O-][N+]1=NO1.C=O

iii:
# CH2N2O3

A 2-piece molecular cluster, CH2N2O3 overall (ωB97M-V/def2-TZVPD, the Open Molecules 2025 dataset).

Positions of all 8 atoms, in Å:
N (-2.06697, 0.31940, -0.75848)
C (-2.80342, -0.17336, 0.02782)
O (-3.59252, -0.39599, 0.86175)
H (-1.55491, 0.07595, -1.62044)
O (-0.06056, 1.11742, -0.56180)
N (0.94285, 0.86027, 0.00949)
O (1.87561, 1.83678, 0.26811)
H (1.76398, 2.79175, 0.12637)

- HOMO energy: -10.29 eV
- SMILES: N=C=O.O=NO

iv:
# CH2N2O3

A 2-piece molecular cluster, CH2N2O3 overall (ωB97M-V/def2-TZVPD, the Open Molecules 2025 dataset).

Positions of all 8 atoms, in Å:
C (-0.41606, 0.14812, 0.16798)
N (-0.26241, -2.24122, 0.41421)
N (-0.55432, -2.69571, -0.96570)
O (-0.89609, -2.81131, 1.24290)
O (-0.00162, -2.11905, -1.89358)
O (-1.19678, -3.67292, -1.01123)
H (0.05227, 0.30626, 1.10814)
H (0.05529, 0.07396, -0.72544)

- HOMO energy (alpha / beta): -10.29 / -9.45 eV

Most stable structure, least stable structure: iii, iv.

i:
# C3H11N2

A 2-piece molecular cluster, C3H11N2 overall (ωB97M-V/def2-TZVPD, the Open Molecules 2025 dataset).

Positions of all 16 atoms, in Å:
N (-1.91882, 1.93954, 1.28990)
H (-2.49700, 2.00219, 0.45046)
H (-2.48230, 1.72460, 2.11689)
H (-1.21854, 1.06994, 1.14894)
H (-1.30527, 2.74584, 1.42430)
C (-0.29441, -0.32967, 1.16164)
C (-0.06411, -0.60778, -0.15929)
N (1.06798, -0.31437, -0.84253)
C (1.64866, -1.27247, -1.79709)
H (0.45830, 0.21438, 1.72598)
H (-1.07199, -0.79361, 1.76753)
H (-0.77878, -1.22723, -0.70246)
H (1.77984, 0.14946, -0.27258)
H (2.44518, -1.84818, -1.32272)
H (0.87882, -1.98169, -2.12096)
H (2.10974, -0.73965, -2.63262)

- Total charge: +2
- HOMO energy (alpha / beta): -19.75 / -21.07 eV
- Multiplicity: 2

ii:
# C3H11N2

A 2-piece molecular cluster, C3H11N2 overall (ωB97M-V/def2-TZVPD, the Open Molecules 2025 dataset).

Positions of all 16 atoms, in Å:
C (2.26670, 0.65488, -1.30277)
N (0.80821, 0.26427, -1.43660)
H (2.94269, -0.18220, -1.44988)
H (2.43627, 1.18989, -0.36564)
H (2.46465, 1.32735, -2.13824)
H (0.62567, -0.64030, -1.87181)
H (0.34778, 0.32648, -0.44128)
H (0.32331, 0.94512, -2.02448)
C (-2.60640, -0.57841, 1.74813)
C (-1.62693, -0.39580, 0.81020)
N (-0.24031, -0.10458, 1.10734)
H (-3.42333, -1.26755, 1.53843)
H (-2.52066, -0.34399, 2.80777)
H (-1.66710, -0.82204, -0.18335)
H (-0.33821, 0.61664, 1.82850)
H (0.20766, -0.98976, 1.37369)

- Total charge: +2
- HOMO energy (alpha / beta): -21.01 / -21.35 eV
- Multiplicity: 2

Most stable structure, least stable structure: i, ii.